Below is a single C6H11BO2 molecule in a non-equilibrium geometry, with properties calculated with ωB97M-V/def2-TZVPD.

Geometry (Å):
B (-0.542815, 2.118265, 1.750255)
C (-0.712597, 1.197601, -0.451105)
C (-0.297786, 2.317718, 0.137636)
C (-0.087062, -0.011923, -0.784974)
C (1.166070, -0.314060, -0.060854)
C (-0.482419, -1.092574, -1.721930)
C (1.317712, -1.459789, 0.813649)
O (-0.349540, 2.984750, 2.776886)
O (-1.005318, 0.929206, 2.081642)
H (-1.716900, 1.394055, -0.844831)
H (-0.367481, 3.369187, 0.346727)
H (0.775685, 2.213956, 0.071343)
H (-1.085604, -1.801002, -1.173917)
H (-1.145992, -0.737942, -2.488979)
H (0.444064, -1.359370, -2.095678)
H (0.581975, -2.180351, 0.875905)
H (1.339590, -0.691340, 1.628160)
H (2.301314, -1.866408, 0.622141)
H (-0.843624, 2.766086, 3.576991)
H (-1.236285, 0.770228, 3.002720)

Forces on atoms 1 to 2 (eV/Å):
0.84 0.12 -0.46
-3.64 -5.16 -6.27

Results
E_HOMO (spin up / spin down) = -6.76 / -6.77 eV
gap between HOMO and LUMO (spin up / spin down) = 6.9 / 6.9 eV
DFT total energy = -410.4027 a.u.
energy relative to the best compared isomer or geometry (same formula, charge and spin) = 121.0 kcal/mol
charge = 0

---

Below is a molecular structure, C16H14BEuF5N6 in a non-equilibrium geometry, with properties calculated with ωB97M-V/def2-TZVPD.

Geometry (Å):
H (-1.783750, -2.752917, 0.634735)
N (-0.483908, -1.708633, -0.678495)
B (0.877673, -0.993511, -2.695570)
N (-0.101917, -1.952990, -1.985101)
C (-0.662378, -3.079216, -2.435767)
Eu (0.876654, 0.299514, 1.136156)
H (-0.465515, -3.414494, -3.453797)
C (-1.459110, -3.619250, -1.418232)
H (-2.039142, -4.506464, -1.454717)
C (-1.322977, -2.700977, -0.329682)
H (1.166807, -1.397684, -3.788832)
C (1.583797, 2.261081, 1.568688)
H (1.315972, 2.031614, 2.564585)
H (1.167399, 2.952560, 0.882818)
H (2.629648, 1.799585, 1.465697)
N (2.130000, -0.889226, -1.772005)
N (0.254997, 0.421283, -2.757343)
N (1.982414, -0.444720, -0.455396)
N (-0.032714, 1.113136, -1.589722)
C (3.398292, -1.171686, -2.002566)
C (-0.085592, 1.152614, -3.810591)
H (3.687287, -1.559989, -3.008199)
H (0.082273, 0.728343, -4.823519)
C (4.166015, -0.926768, -0.868198)
C (-0.626643, 2.331641, -3.400930)
C (3.255741, -0.464244, 0.112556)
C (-0.600438, 2.288499, -1.968482)
H (5.222533, -1.062820, -0.764412)
H (-1.008776, 3.147681, -4.003438)
H (3.428351, -0.144169, 1.116339)
H (-0.948289, 3.004842, -1.257782)
H (1.416936, -1.330734, 2.096637)
F (-2.081307, 2.879780, 1.431969)
C (-2.179021, 1.901366, 2.381839)
C (-1.459016, 0.732885, 2.273083)
C (-1.595651, -0.249106, 3.220014)
F (-0.917016, -1.446295, 3.101823)
C (-2.452419, -0.075059, 4.323530)
F (-2.579317, -1.049626, 5.246602)
C (-3.153602, 1.126856, 4.467358)
F (-3.940290, 1.337812, 5.547104)
C (-3.015568, 2.123673, 3.498698)
F (-3.648435, 3.305813, 3.652544)

Forces on atoms 1 to 2 (eV/Å):
0.02 0.16 0.33
-0.38 -0.48 -0.08

Results
multiplicity = 8
E_HOMO (spin up / spin down) = -8.79 / -8.74 eV
⟨S²⟩ = 15.7696
gap between HOMO and LUMO (spin up / spin down) = 7.7 / 5.5 eV
DFT total energy = -2180.9178 a.u.
energy relative to the best compared isomer or geometry (same formula, charge and spin) = 74.3 kcal/mol
charge = 0

---

Below is a molecular structure, C20H53F2N5NiO17S2 in a non-equilibrium geometry, with properties calculated with ωB97M-V/def2-TZVPD.

Geometry (Å):
Ni (-2.197599, -0.726810, 3.233827)
N (-1.477079, -0.524978, 1.469185)
S (-2.216383, -0.276806, 0.130413)
O (-2.133714, -1.294619, -0.871439)
O (-2.542553, 1.090759, -0.207798)
F (-3.654401, -0.742656, 0.774128)
S (0.007890, 0.050589, 0.835900)
O (0.207097, 1.462625, 0.776048)
O (0.550341, -0.754511, -0.218643)
F (0.918346, -0.393891, 2.076708)
O (-3.347005, 0.895509, 3.293448)
H (-3.218816, 1.099794, 2.360878)
C (-1.196535, 3.519986, -1.471315)
N (-2.189596, 4.103327, -2.392308)
O (-1.811758, 4.621601, -3.423399)
O (-3.359995, 3.963143, -2.095993)
H (-1.545824, 3.820010, -0.487616)
H (-0.193398, 3.921371, -1.589767)
H (-1.185516, 2.470024, -1.747632)
C (-4.808735, 2.869799, 1.383974)
N (-6.261224, 2.819816, 1.114690)
O (-6.682277, 1.902827, 0.441173)
O (-6.900164, 3.811724, 1.397362)
H (-4.356345, 1.904455, 1.201511)
H (-4.724607, 3.284396, 2.383242)
H (-4.390656, 3.490609, 0.590090)
C (2.464334, 2.263358, 3.151441)
N (3.075999, 3.563555, 3.554246)
O (3.056111, 3.847821, 4.740745)
O (3.400385, 4.370030, 2.702136)
H (2.713128, 2.093840, 2.108237)
H (1.389189, 2.294185, 3.305880)
H (2.807155, 1.450382, 3.785106)
C (-1.387665, 3.342204, 3.266345)
N (-0.783815, 4.686929, 3.448034)
O (0.315380, 4.881225, 2.981968)
O (-1.402118, 5.401327, 4.205622)
H (-0.814937, 2.720732, 2.587209)
H (-2.399686, 3.456266, 2.877944)
H (-1.615089, 2.972093, 4.263003)
C (-0.458012, -1.909886, -4.530758)
C (-1.986611, -1.799068, -4.542772)
O (-2.427458, -2.929467, -5.283358)
C (-3.837020, -2.860589, -5.488062)
C (-4.239169, -3.835327, -6.590945)
H (-0.053217, -2.027334, -5.534242)
H (-0.010551, -1.081626, -3.982274)
H (-0.211919, -2.852395, -4.036166)
H (-2.457932, -1.745018, -3.558689)
H (-2.243321, -0.882106, -5.086345)
H (-4.329621, -2.999874, -4.523696)
H (-3.988746, -1.871920, -5.937353)
H (-3.649322, -3.655790, -7.487989)
H (-5.282637, -3.700683, -6.877127)
H (-4.103686, -4.851487, -6.218620)
C (4.198452, -2.698150, 0.289995)
C (4.981746, -1.808455, 1.249046)
O (4.372463, -1.903566, 2.545689)
C (4.697524, -0.857212, 3.444508)
C (3.624130, -0.773025, 4.520122)
H (3.343124, -2.114364, -0.047810)
H (4.828247, -2.910810, -0.574655)
H (3.956996, -3.642266, 0.772542)
H (6.015418, -2.140855, 1.381650)
H (4.991726, -0.754091, 0.960764)
H (5.696563, -0.992584, 3.867275)
H (4.707479, 0.082535, 2.879978)
H (2.671591, -0.994493, 4.038526)
H (3.648028, 0.166734, 5.069075)
H (3.801112, -1.536412, 5.280835)
C (3.077358, 0.941367, -1.635065)
C (2.338472, 2.009608, -2.423130)
O (3.051520, 2.437442, -3.575987)
C (3.283773, 1.381123, -4.497181)
C (3.593388, 2.036206, -5.821907)
H (2.961682, -0.023505, -2.127999)
H (4.142434, 1.110849, -1.465371)
H (2.671680, 0.903772, -0.621638)
H (1.383037, 1.584009, -2.753769)
H (2.119941, 2.893426, -1.824972)
H (4.108801, 0.746506, -4.165210)
H (2.386844, 0.763064, -4.627121)
H (3.784898, 1.277368, -6.582902)
H (4.509851, 2.614879, -5.687040)
H (2.835744, 2.722135, -6.195234)
C (-2.759803, -3.881545, 1.941293)
C (-2.056878, -4.035795, 3.281218)
O (-1.291359, -2.853906, 3.533850)
C (0.123901, -3.154748, 3.791297)
C (0.770466, -3.480702, 2.448632)
H (-3.178566, -4.841485, 1.621711)
H (-3.633795, -3.227533, 1.949971)
H (-2.078128, -3.668576, 1.117523)
H (-2.783783, -4.212114, 4.077670)
H (-1.466560, -4.951902, 3.263274)
H (0.503348, -2.238767, 4.245083)
H (0.338975, -3.920702, 4.536646)
H (0.445235, -4.461295, 2.095587)
H (1.852836, -3.634546, 2.441166)
H (0.601469, -2.687109, 1.725838)

Forces on atoms 1 to 2 (eV/Å):
-1.50 1.13 0.77
4.58 1.27 -1.26

Results
multiplicity = 3
E_HOMO (spin up / spin down) = -9.70 / -9.70 eV
⟨S²⟩ = 2.0080
gap between HOMO and LUMO (spin up / spin down) = 7.8 / 6.4 eV
DFT total energy = -4850.4930 a.u.
charge = 0

---

Below is a molecular structure, C30H26BrF4N5O2PSTl, with properties calculated with ωB97M-V/def2-TZVPD.

Geometry (Å):
Tl (-1.169618, -0.688370, -1.513085)
O (-1.483504, 2.431859, 1.420635)
C (-1.462674, 1.211770, 1.381239)
O (-0.599734, 0.502755, 0.696109)
C (-2.350843, 0.380931, 2.273905)
C (-2.326234, 0.751054, 3.617723)
C (-2.895002, -0.035235, 4.607349)
C (-3.500831, -1.230579, 4.235175)
C (-3.589100, -1.579093, 2.901005)
C (-3.060236, -0.772701, 1.873304)
S (-3.451977, -1.176032, 0.227244)
H (-1.828041, 1.680426, 3.872185)
H (-2.850773, 0.269691, 5.647035)
H (-3.921509, -1.888216, 4.990024)
H (-4.089062, -2.493090, 2.604600)
F (7.495835, -0.294410, -0.988675)
C (6.204451, -0.099402, -0.691630)
C (5.831216, 0.246925, 0.591798)
F (6.774952, 0.367480, 1.536242)
C (4.498910, 0.460177, 0.886389)
F (4.248423, 0.790707, 2.163504)
C (3.468755, 0.328846, -0.038218)
P (1.502179, 0.473474, 0.288293)
C (1.652792, -1.083932, 1.309733)
C (1.412824, -2.285535, 0.641417)
C (1.497855, -3.507646, 1.291949)
C (1.853017, -3.562249, 2.629473)
C (2.144122, -2.381114, 3.296011)
C (2.051095, -1.159228, 2.646071)
C (1.700313, 1.873703, 1.472149)
C (2.439890, 2.981697, 1.067895)
C (2.586919, 4.086972, 1.891314)
C (1.982256, 4.109599, 3.138774)
C (1.204705, 3.031863, 3.535800)
C (1.054217, 1.933423, 2.704515)
C (3.893663, -0.012220, -1.334107)
Br (2.667094, -0.186061, -2.770959)
C (5.226176, -0.223480, -1.652758)
F (5.604353, -0.540823, -2.899872)
H (1.129212, -2.265411, -0.403249)
H (1.275748, -4.418517, 0.748535)
H (1.899301, -4.511337, 3.151131)
H (2.449339, -2.407734, 4.336510)
H (2.303019, -0.269774, 3.198194)
H (2.910652, 2.975442, 0.089968)
H (3.177135, 4.934751, 1.561595)
H (2.099538, 4.968178, 3.790191)
H (0.702607, 3.042682, 4.496591)
H (0.417080, 1.118711, 3.016467)
C (-3.865748, 0.385896, -3.695394)
C (-3.324524, 1.647858, -3.018626)
C (-3.588962, 2.862679, -3.926436)
C (-1.855766, 1.477612, -2.654280)
H (-4.891743, 0.517415, -4.062388)
H (-3.855842, -0.427239, -2.963903)
H (-3.217649, 0.127471, -4.540579)
H (-3.895469, 1.802936, -2.095917)
H (-3.070436, 2.739078, -4.882360)
H (-3.217026, 3.773605, -3.453864)
H (-4.662776, 2.990986, -4.125698)
H (-1.533061, 2.307705, -2.015348)
H (-1.239480, 1.491560, -3.568524)
N (-3.594548, -2.985258, -4.400954)
N (-2.231953, -3.177887, -4.315693)
N (-1.376800, -2.291363, -4.756908)
C (-0.228398, -2.913409, -4.511440)
N (-0.409166, -4.125846, -3.975936)
N (-1.704981, -4.280548, -3.855393)
H (-3.740300, -1.983483, -4.452527)
H (-4.010974, -3.339191, -3.548745)
H (0.735106, -2.481496, -4.714579)

Forces on atoms 1 to 2 (eV/Å):
-0.17 0.44 -0.32
-0.16 0.13 0.05

Results
E_HOMO = -0.44 eV
gap between HOMO and LUMO = 4.6 eV
DFT total energy = -5468.5051 a.u.
energy relative to the best compared isomer or geometry (same formula, charge and spin) = 21.1 kcal/mol
charge = -2

---

Below is a single C5H8O molecule, with properties calculated with ωB97M-V/def2-TZVPD.

Geometry (Å):
C (-1.110087, -1.874541, 0.690261)
C (-0.182994, -0.748281, 0.336826)
C (-0.470351, 0.189506, -0.562564)
C (0.342907, 1.435272, -0.817748)
C (1.617052, 1.424112, -0.009431)
O (1.741910, 1.980927, 1.054627)
H (-1.021832, -2.122338, 1.753310)
H (-2.146578, -1.581701, 0.495521)
H (-0.899296, -2.787573, 0.121284)
H (0.749488, -0.691810, 0.899065)
H (-1.400089, 0.114562, -1.127912)
H (0.579410, 1.534899, -1.886002)
H (-0.247256, 2.308818, -0.514943)
H (2.447715, 0.818146, -0.432295)

Forces on atoms 1 to 2 (eV/Å):
-0.09 -0.09 0.00
-0.03 0.19 -0.09

Results
E_HOMO = -9.60 eV
gap between HOMO and LUMO = 10.7 eV
DFT total energy = -270.5167 a.u.
energy relative to the best compared isomer or geometry (same formula, charge and spin) = 25.8 kcal/mol
charge = 0

---

Below is a molecular structure, C40H39GeN4O2Re, with properties calculated with ωB97M-V/def2-TZVPD.

Geometry (Å):
Re (1.167875, 0.130064, 1.479143)
N (-0.659049, 1.196935, 1.201778)
C (-1.195717, 1.660820, 2.534820)
C (-2.313091, 0.694295, 2.962041)
C (-2.585359, 0.466585, 4.451730)
C (-2.893101, 1.656600, 5.366173)
N (-3.738811, 2.697562, 4.767041)
C (-3.416437, 3.992389, 4.692109)
N (-2.155438, 4.393229, 4.745638)
N (-4.394860, 4.890838, 4.523771)
C (-0.053217, 1.707075, 3.555050)
O (-0.075162, 2.538323, 4.443902)
O (0.866136, 0.806400, 3.399465)
H (-0.566593, 1.973816, 0.556738)
H (-1.332238, 0.555888, 0.773687)
H (-1.574013, 2.676470, 2.420827)
H (-2.057027, -0.293552, 2.561379)
H (-3.228200, 0.991654, 2.446625)
H (-1.738763, -0.057229, 4.903247)
H (-3.419277, -0.237509, 4.490744)
H (-1.976468, 2.123520, 5.708152)
H (-3.402744, 1.287161, 6.256579)
H (-4.713457, 2.476253, 4.635957)
H (-1.366661, 3.734503, 4.701810)
H (-1.950346, 5.371461, 4.862322)
H (-5.350394, 4.663364, 4.739184)
H (-4.180999, 5.858949, 4.356423)
C (2.105474, 0.828525, -0.075751)
C (2.694067, 1.260554, -1.081707)
C (3.296701, 1.686014, -2.226348)
C (3.839359, 3.037263, -2.311250)
C (3.262438, 4.077512, -1.573481)
C (3.790792, 5.350923, -1.637645)
C (4.918475, 5.596107, -2.414633)
C (5.514705, 4.566861, -3.130283)
C (4.976361, 3.293276, -3.089007)
C (3.398248, 0.742799, -3.333396)
C (3.481340, -0.632368, -3.071803)
C (3.580600, -1.532396, -4.112964)
C (3.568650, -1.075595, -5.426220)
C (3.451951, 0.281501, -5.699176)
C (3.376162, 1.191581, -4.660649)
H (2.385017, 3.875934, -0.972501)
H (3.330488, 6.158075, -1.084594)
H (5.336922, 6.592768, -2.456292)
H (6.403596, 4.756297, -3.715883)
H (5.456252, 2.485399, -3.623281)
H (3.501319, -0.977546, -2.046508)
H (3.671438, -2.589892, -3.906475)
H (3.646932, -1.782004, -6.242250)
H (3.425947, 0.628928, -6.723063)
H (3.270623, 2.247169, -4.871336)
C (0.651023, -1.332824, 0.765118)
Ge (-0.432198, -2.646278, -0.237634)
C (-2.211833, -2.047960, 0.315830)
C (-2.924620, -1.070512, -0.381594)
C (-4.188025, -0.673894, 0.048209)
C (-4.752759, -1.259091, 1.172524)
C (-4.055816, -2.237968, 1.870629)
C (-2.793033, -2.628585, 1.445339)
C (-0.092799, -2.237471, -2.102795)
C (-0.092886, -0.912598, -2.542320)
C (0.042522, -0.613897, -3.889665)
C (0.193921, -1.640014, -4.812092)
C (0.225615, -2.958713, -4.384446)
C (0.081835, -3.257721, -3.035861)
C (-0.071760, -4.444340, 0.341104)
C (0.937938, -4.722579, 1.259762)
C (1.170651, -6.028312, 1.668967)
C (0.394128, -7.061459, 1.165314)
C (-0.618625, -6.792793, 0.254687)
C (-0.853325, -5.489036, -0.155903)
H (-2.519694, -0.652973, -1.298366)
H (-4.743481, 0.063780, -0.517436)
H (-5.750238, -0.977442, 1.484954)
H (-4.507463, -2.717418, 2.729490)
H (-2.264663, -3.407098, 1.984747)
H (-0.187832, -0.101412, -1.827078)
H (0.030121, 0.416516, -4.222112)
H (0.292165, -1.410038, -5.864786)
H (0.353630, -3.758899, -5.101523)
H (0.105143, -4.291584, -2.714808)
H (1.551815, -3.922632, 1.658056)
H (1.958175, -6.239238, 2.380024)
H (0.575766, -8.078867, 1.484639)
H (-1.227492, -7.598266, -0.133614)
H (-1.656353, -5.291931, -0.857205)

Forces on atoms 1 to 2 (eV/Å):
0.20 0.13 0.26
-0.02 -0.14 0.14

Results
E_HOMO = -12.91 eV
gap between HOMO and LUMO = 6.5 eV
DFT total energy = -4071.8089 a.u.
energy relative to the best compared isomer or geometry (same formula, charge and spin) = 9.6 kcal/mol
charge = +2